Entry 1:
Here is a molecular structure, C32H39BKN9O5 from the Open Molecules 2025 dataset. Energies are from ωB97M-V/def2-TZVPD.

Properties
* gap between HOMO and LUMO: 7.0 eV
* multiplicity: 1
* energy relative to the best compared isomer or geometry (same formula, charge and spin): 5.6 kcal per mole
* maximum force: 0.14 eV Å⁻¹
* total charge: -2

Last column: Löwdin charge in e.
Element x y z (Å)
H -0.458 -4.979 0.558  0.098
H -3.390 -1.334 -3.765  0.091
H -5.090 -1.260 -0.359  0.069
O 4.944 0.912 -3.048  0.044
N -2.720 -0.369 -0.739  0.008
O 4.434 3.930 1.889  -0.044
C 0.431 4.119 -1.023  -0.031
H 6.725 0.877 1.073  0.078
C -4.478 0.458 3.501  -0.387
H -3.366 -4.012 -2.883  0.061
H -2.584 -2.742 3.546  0.095
C -4.910 -0.009 1.385  -0.296
H -4.013 1.876 -2.000  0.067
C 3.498 -1.225 -1.782  -0.437
C -0.837 3.502 -0.525  -0.357
C -5.508 0.056 2.631  -0.019
C 4.787 1.582 1.719  -0.542
C -4.253 3.181 0.811  -0.017
H -4.951 2.597 0.207  0.065
O 2.774 2.695 1.003  -0.133
H 6.578 2.657 1.181  0.078
H 6.116 -3.949 -4.531  0.082
C 1.306 -3.078 -0.006  -0.123
N -3.615 0.339 1.538  0.012
B -2.437 0.474 0.531  -0.528
H -2.287 5.173 -0.184  0.092
H -6.537 -0.169 2.865  0.090
N -2.634 -1.712 -0.590  0.130
C -0.865 -1.845 2.634  -0.156
H 4.240 0.824 -2.330  0.066
N 1.964 -2.055 -0.382  -0.002
C 4.893 -2.729 -3.258  -0.048
H -6.609 -0.583 0.264  0.073
H 1.219 4.058 -0.268  0.060
H -1.447 0.043 1.034  0.076
H 5.834 1.781 -0.165  0.083
C 6.068 1.735 0.902  -0.025
H 5.767 0.569 3.351  0.075
N 0.132 -1.901 1.759  0.098
H 5.584 2.337 3.564  0.077
H -4.324 2.815 1.836  0.069
C -3.206 1.351 -2.516  -0.015
C -1.773 -2.872 2.842  -0.071
O 3.294 -0.023 -1.408  -0.107
C -2.855 3.096 0.289  -0.294
H -5.483 0.429 -0.646  0.066
H 3.975 0.376 0.382  0.031
C -2.045 4.122 -0.159  -0.007
C -3.163 -1.228 -2.715  -0.013
C 6.197 -0.564 -4.378  -0.035
H 6.694 0.302 -4.797  0.105
H 7.283 -1.995 -5.534  0.087
H 0.793 3.590 -1.907  0.077
C 5.216 -0.349 -3.404  -0.279
H 0.273 5.165 -1.289  0.065
H -3.451 1.315 -3.579  0.074
C -2.832 -3.719 -1.977  -0.052
C -2.897 -2.238 -1.774  -0.376
H -2.299 1.942 -2.385  0.072
C -1.625 -4.030 2.098  -0.091
H -0.972 -0.915 3.182  0.102
C -0.596 -4.102 1.179  -0.056
H -3.271 -4.242 -1.127  0.064
C 5.108 1.429 3.198  -0.036
H -3.542 1.004 5.325  0.068
H -1.796 -4.054 -2.073  0.067
C 3.907 2.863 1.520  -0.661
C 6.517 -1.847 -4.780  -0.123
H 4.365 -3.556 -2.802  0.096
H 4.187 1.262 3.760  0.085
H -4.800 -0.226 5.517  0.062
C -4.524 0.685 4.979  -0.059
H -5.251 1.456 5.245  0.062
C -5.552 -0.377 0.087  -0.018
C 5.865 -2.942 -4.220  -0.125
C 0.256 -3.008 1.021  -0.274
N 2.891 -2.315 -1.358  0.033
N -2.157 1.950 0.173  -0.001
H -2.316 -4.857 2.215  0.095
O 4.119 0.376 1.344  -0.075
N -3.347 0.623 2.836  0.116
H 1.488 -4.050 -0.473  0.105
K 1.322 0.612 0.550  0.770
H -4.579 4.222 0.789  0.073
N -0.921 2.196 -0.327  0.063
C 4.548 -1.449 -2.833  -0.072
C -3.031 -0.044 -2.012  -0.290

***

Entry 2:
Here is a molecular structure, C32H39BaN5 in a non-equilibrium geometry from the Open Molecules 2025 dataset. Energies are from ωB97M-V/def2-TZVPD.

Properties
* gap between HOMO and LUMO (spin up / spin down): 2.1 / 5.6 eV
* multiplicity: 1
* energy relative to the best compared isomer or geometry (same formula, charge and spin): 76.4 kcal per mole
* maximum force: 7.71 eV Å⁻¹
* total charge: -2

Last column: Löwdin charge in e.
Element x y z (Å)
H -0.291 4.480 -0.587  0.061
C 3.869 4.511 0.229  -0.192
C -6.097 -0.216 -1.364  -0.029
H 2.178 -2.091 1.410  0.027
H -5.964 1.334 -4.339  0.072
H 0.370 3.607 -2.014  0.065
H -1.779 0.383 -3.109  0.061
H -6.895 -0.926 -1.620  0.110
H 1.879 0.371 -3.962  0.071
C -5.534 -1.602 0.648  -0.048
C -4.052 1.650 -0.744  -0.196
H 3.524 0.659 -1.678  0.061
C -4.575 0.713 0.148  -0.174
H -1.792 -1.389 -3.290  0.078
H 3.668 -0.963 -2.407  0.072
H -5.622 0.292 2.876  0.064
H 0.184 0.882 -3.994  0.060
H -6.047 -1.455 1.606  0.062
N -4.039 0.729 1.420  -0.072
H 0.468 -2.024 2.777  0.021
C -4.725 1.728 -1.959  -0.009
H 4.764 5.067 0.458  0.063
C -1.698 -0.564 -2.553  -0.073
C 1.809 4.094 -0.531  -0.436
N 2.746 5.083 -0.374  0.057
H 1.365 1.829 -3.057  0.054
C 2.010 2.261 3.954  -0.132
H -2.172 -2.243 -0.296  0.054
H -1.081 -3.548 -0.806  0.074
C 3.504 0.720 2.859  -0.202
C 0.815 -0.044 -2.140  -0.292
H 1.412 -3.472 0.547  0.070
H -2.583 2.460 0.671  0.037
C -2.860 2.499 -0.401  -0.086
N 2.490 -0.169 2.710  -0.032
C -4.599 0.257 2.654  -0.069
C 3.550 3.192 0.426  -0.161
H -7.454 1.567 -3.359  0.075
H -2.571 -0.620 -1.886  0.059
C 0.994 1.278 3.818  -0.240
H -4.564 -2.094 0.823  0.093
C 0.876 -1.643 4.023  -0.043
H 3.888 -0.736 -0.653  0.065
C -5.765 0.815 -2.255  -0.284
C -3.457 -0.120 3.482  -0.127
H -0.938 -2.848 0.827  0.062
C 1.069 0.804 -3.343  -0.072
Ba 0.018 0.924 1.097  1.399
H 4.560 0.529 2.479  0.110
C 1.236 -1.583 -0.474  -0.329
H -4.459 2.524 -2.676  0.122
C 3.334 1.931 3.571  -0.153
C 0.564 4.399 -1.275  -0.095
H -3.039 3.560 -0.650  0.079
C 1.973 -2.531 0.415  -0.088
H -1.966 2.194 -0.983  0.065
H 4.193 2.431 0.843  0.076
C -2.676 0.558 1.467  -0.427
N 2.236 2.952 0.008  0.039
H 2.623 6.047 -0.657  0.017
H -6.933 -0.086 -3.789  0.068
H -0.071 1.558 3.984  0.063
H -6.144 -2.321 0.065  0.076
H -3.285 -0.637 4.450  0.096
C 1.369 -0.196 3.562  -0.519
C -1.133 -2.603 -0.230  -0.082
C -0.421 -0.656 -1.788  -0.314
H 2.947 -2.800 -0.028  0.066
H 0.687 5.356 -1.801  0.022
C -0.163 -1.605 -0.753  -0.358
H 1.818 3.257 4.441  0.103
C 3.296 -0.405 -1.521  -0.078
H 4.180 2.593 3.802  0.082
C 1.831 -0.599 -1.313  -0.308
C -6.573 0.921 -3.521  -0.083
N -2.467 0.265 2.680  -0.127
C -5.413 -0.357 -0.163  -0.204

***

Entry 3:
Here is a molecular structure, C32H39F9N9O3Sn in a non-equilibrium geometry from the Open Molecules 2025 dataset. Energies are from ωB97M-V/def2-TZVPD.

Properties
* gap between HOMO and LUMO (spin up / spin down): 5.5 / 4.8 eV
* multiplicity: 1
* energy relative to the best compared isomer or geometry (same formula, charge and spin): 0.0 kcal per mole
* maximum force: 2.92 eV Å⁻¹
* total charge: +3

Last column: Löwdin charge in e.
Element x y z (Å)
F 2.370 -3.888 2.045  0.181
C -2.275 2.686 -0.681  -0.079
H 0.730 -0.046 -2.622  0.079
H -2.138 1.529 2.272  0.073
F 2.617 -2.247 0.611  0.152
H 0.683 -0.766 -5.475  0.185
C -0.863 1.836 -4.213  -0.070
N -1.147 -0.657 2.436  -0.002
H -0.921 3.857 1.049  0.132
H 6.186 -0.795 3.955  0.085
H -2.540 -2.711 4.485  0.134
C -1.748 4.144 -4.092  -0.181
C 3.592 1.364 3.594  0.058
H -2.809 3.626 -0.413  0.145
H 3.548 -1.453 -2.719  0.148
C -1.886 -1.583 2.956  -0.471
N -1.961 -1.933 4.238  0.235
F 2.374 -4.754 -0.757  0.168
C -1.909 2.695 -2.103  -0.059
H -0.279 4.498 3.439  0.150
H -2.502 4.674 -2.079  0.141
C 2.772 1.325 1.277  -0.311
C 4.719 -0.084 1.981  0.088
H 1.447 -1.411 -3.451  0.113
H -5.946 -3.717 1.004  0.098
H 2.956 0.360 -4.686  0.126
C 4.128 -0.110 -0.320  -0.025
N 0.488 -0.131 -4.703  0.129
H 5.006 -0.556 5.232  0.111
C -2.350 2.316 1.550  -0.223
O -1.255 0.428 -2.360  -0.033
H 6.051 0.736 4.771  0.111
C -0.327 0.829 -5.039  0.040
C 2.603 0.376 -3.660  -0.112
H -2.907 5.855 -4.724  0.116
H -3.097 -0.852 -0.708  0.060
C -3.153 -2.051 0.856  -0.361
N 0.409 2.486 2.785  0.070
H 3.496 1.789 4.592  0.143
O -0.310 -2.600 0.127  -0.269
N 3.507 0.225 -1.365  0.110
C -4.948 -3.623 1.430  -0.016
C -4.721 -2.761 -0.841  -0.031
C -1.332 1.595 -2.821  -0.268
H -0.517 -0.241 3.109  0.072
F 0.667 -5.853 1.216  0.153
C 0.612 -3.524 0.393  -0.354
H -0.578 0.752 -6.053  0.152
N -2.592 -1.072 0.140  0.021
H -3.883 -2.753 -1.569  0.108
F 1.582 -2.968 -1.605  0.105
F -0.394 -4.419 2.412  0.153
H -5.489 -1.921 -1.005  0.138
Sn -0.539 -0.314 0.331  1.323
H -5.074 -3.159 2.441  0.114
C 1.212 -4.064 -0.886  -0.525
H -2.276 4.394 2.175  0.117
N -1.986 1.821 0.238  -0.034
H 1.964 3.775 3.517  0.157
C 3.718 -0.328 -2.763  -0.047
H -0.965 3.300 -5.917  0.163
C -1.198 3.062 -4.834  0.086
H -1.483 5.454 -5.772  0.084
H -2.861 -3.293 2.413  0.127
H -5.187 -3.692 -1.104  0.092
H 2.492 1.406 -3.366  0.118
F 0.331 -4.795 -1.565  0.205
C 1.639 2.812 3.037  -0.072
C 5.502 -0.104 4.386  -0.009
H 4.960 -0.866 -0.453  0.191
C -1.582 3.603 1.938  -0.171
H -3.456 2.450 1.533  0.144
C -1.854 5.504 -4.752  -0.006
H 5.507 -0.827 1.727  0.150
C -0.646 3.451 3.111  -0.232
N -4.186 -2.788 0.501  -0.130
F -1.293 -5.067 0.583  0.149
C 4.581 0.347 3.346  -0.168
H 4.713 -0.094 -3.122  0.130
H 2.715 0.839 -1.220  0.120
C 1.292 -0.364 -3.484  -0.129
C -0.107 -4.723 1.141  -0.487
H -4.584 -4.674 1.501  0.119
C 3.838 0.364 0.977  -0.109
H -1.286 6.311 -4.267  0.109
F 1.173 -2.042 2.192  0.088
N -2.704 -2.343 2.159  0.164
C 2.684 1.819 2.671  -0.079
H -1.293 -1.489 4.814  0.121
H -1.238 3.072 3.967  0.131
C 1.733 -2.939 1.323  -0.503
O 2.083 1.765 0.358  0.017
C -2.109 3.916 -2.763  0.059

***

In the order shown, the computed calculated total energy values come out to -74474.090, -41953.360, -83635.054 eV.